Entry 1:
Molecular formula: C27H48N3O3PS
Method: DFT, ωB97M-V/def2-TZVPD

```
83
Properties=species:S:1:pos:R:3:forces:R:3
C 3.41382 2.62818 1.94791 0.1 -0.5 1.1
C 3.10046 1.21295 2.66744 0.7 0.4 -0.2
C 2.02422 0.30491 1.89407 0.4 -0.1 -0.2
C 2.61382 -1.21081 1.76062 -0.4 0.0 -0.1
C 0.54513 0.35096 2.51579 -2.9 -0.5 -0.1
C 0.27330 0.67176 4.01990 -4.1 -0.9 -1.7
C -1.18443 0.65055 4.51437 2.0 -0.5 -2.4
C -2.40471 0.32125 3.58253 1.1 0.1 0.0
N -3.71100 0.33772 4.18012 -0.2 -1.3 -4.7
C -4.73424 -0.01450 3.25237 2.3 1.3 -0.7
P -6.51173 -0.08578 3.94738 0.3 -0.6 0.6
C -6.88727 1.48634 4.93883 0.2 1.3 -0.2
C -7.79547 -0.15449 2.55770 -0.8 0.6 -0.4
C -4.44385 -0.32881 1.75561 1.6 -0.2 0.3
N -3.17167 -0.34799 1.12007 -2.3 1.1 5.4
C -2.17090 0.00319 2.09019 2.2 0.1 0.1
C -0.67064 0.02393 1.58231 1.3 0.7 3.6
N -0.34168 -0.31409 0.15697 -2.4 5.5 -1.3
C -0.81223 0.62021 -0.63568 -1.4 -3.6 -0.1
S -1.78189 1.31246 -1.81397 2.9 -1.3 3.0
H 2.45834 3.22274 1.76148 1.3 -0.9 0.0
H 4.02721 2.42400 1.00341 -1.1 0.6 1.2
H 4.04058 3.23531 2.70956 -0.8 -0.9 -1.5
H 2.85474 1.43199 3.76081 0.1 -0.5 -1.5
H 4.10833 0.64402 2.68085 -1.7 0.9 0.1
H 1.97224 0.70387 0.80914 -0.1 -0.6 1.8
H 3.76414 -1.23144 1.70917 -1.8 0.3 0.0
H 2.31361 -1.85082 2.66678 0.3 0.9 -1.4
H 2.22925 -1.65359 0.77560 0.4 0.4 1.6
H 1.10835 0.89022 4.77046 -1.4 -0.4 -1.4
H -1.37056 0.86060 5.62685 0.1 -0.4 -2.0
H -6.20976 1.58267 5.85233 -0.8 -0.4 -1.3
H -7.97328 1.44664 5.32915 1.7 -0.1 -0.8
H -6.73326 2.43984 4.30126 -0.4 -1.4 1.0
H -8.54178 0.72180 2.68833 1.2 -1.4 -0.2
H -7.38024 -0.05398 1.50039 -0.6 -0.3 1.4
H -8.38374 -1.13603 2.70469 1.1 1.6 -0.4
H -5.34742 -0.61951 1.10112 1.7 0.6 1.1
C 0.99280 -4.74055 -1.20893 0.1 -0.1 0.1
C 1.31927 -3.51313 -2.04357 -0.1 -0.1 0.1
O 2.67294 -3.10382 -1.94533 0.2 0.2 0.1
C 3.65578 -4.04382 -2.35894 -0.1 0.0 -0.1
C 3.52195 -4.45867 -3.81401 -0.1 0.0 -0.1
H 1.23196 -4.56120 -0.15608 -0.1 0.0 -0.1
H -0.06919 -4.98567 -1.29215 0.1 0.1 0.0
H 1.56228 -5.61489 -1.52892 -0.1 0.0 -0.1
H 0.71776 -2.67372 -1.68577 0.2 0.1 0.0
H 1.04270 -3.66599 -3.09133 0.0 -0.1 0.0
H 3.64601 -4.91636 -1.69713 0.0 -0.1 -0.1
H 4.62637 -3.56054 -2.21780 -0.2 0.1 0.1
H 2.56984 -4.95452 -4.01241 0.1 -0.1 0.0
H 4.32367 -5.14946 -4.08731 0.0 0.1 0.0
H 3.57688 -3.58303 -4.46738 0.0 -0.1 0.1
C 9.28318 -0.82122 -3.46206 0.0 -0.1 0.1
C 8.21635 -0.23054 -4.36936 0.0 -0.1 0.1
O 7.09554 -1.08373 -4.55812 0.0 -0.1 -0.2
C 6.37003 -1.44027 -3.38840 0.0 0.1 0.0
C 5.78882 -0.24772 -2.64878 0.0 0.1 0.0
H 9.63422 -1.77899 -3.85843 0.0 0.1 0.0
H 10.13432 -0.13993 -3.38189 -0.1 -0.1 0.0
H 8.90648 -1.00315 -2.45413 0.0 0.1 0.0
H 8.64969 -0.06346 -5.35842 -0.2 -0.1 0.0
H 7.88954 0.74882 -4.00646 0.0 0.0 0.1
H 6.99635 -2.04859 -2.72678 0.0 0.0 0.1
H 5.55026 -2.08496 -3.71627 0.2 0.1 -0.2
H 6.56603 0.43077 -2.29121 0.0 -0.1 0.1
H 5.21083 -0.58243 -1.78338 0.0 0.0 -0.1
H 5.13128 0.32649 -3.30760 0.0 -0.1 0.1
C -7.30656 3.70860 -1.97760 0.1 -0.1 -0.1
C -7.17703 3.88332 -0.47336 0.0 0.0 -0.1
O -6.47460 2.82410 0.16289 -0.1 -0.1 0.2
C -5.13194 2.61322 -0.25940 0.1 0.1 0.0
C -4.23112 3.81700 -0.04284 0.0 0.1 0.0
H -7.80899 2.76470 -2.21073 0.0 0.1 0.0
H -7.88438 4.53084 -2.40779 0.0 -0.1 0.1
H -6.33367 3.69147 -2.47153 0.0 0.1 0.0
H -8.17765 3.90052 -0.03437 0.1 -0.1 0.1
H -6.71582 4.84469 -0.22727 0.1 0.0 -0.1
H -5.11273 2.28825 -1.30530 0.0 0.1 0.0
H -4.74948 1.77649 0.33031 -0.2 0.1 0.0
H -4.56310 4.68549 -0.61546 0.1 0.0 -0.1
H -3.20768 3.58508 -0.34774 -0.1 0.0 0.0
H -4.22500 4.10430 1.01261 0.0 -0.1 -0.1
```
Forces are in eV/Å.

The HOMO energy is -7.856 eV. As for the total charge: 0. The value obtained for the lowest unoccupied orbital energy is -0.97 eV. The calculation puts the total energy at -59505.421 eV. As for the frontier orbital gap: 6.9 eV.

Atomic partial charges in e from the Mulliken method, atoms 1 to 2: -1.063, -0.457

***

Entry 2:
Molecular formula: C10H18N
Method: DFT, ωB97M-V/def2-TZVPD

```
29
Properties=species:S:1:pos:R:3:forces:R:3
C -0.72796 1.98927 0.29775 -0.3 -1.0 0.1
C 0.44637 1.36749 0.17883 0.4 1.1 0.7
C 1.42381 1.50277 1.34478 2.6 -0.3 -2.4
C 0.82501 0.74979 -1.18784 -2.6 1.0 0.7
C 1.80195 -0.31838 -1.08528 2.0 0.4 2.8
C 1.28876 -1.38866 -0.06859 0.1 -0.6 -1.0
C -0.16433 -1.08716 0.17079 -1.4 -2.5 -0.6
N -0.65647 -1.61314 1.49718 -1.2 0.6 -2.5
C -1.05019 -0.74841 -0.77087 -1.1 0.4 0.4
C -2.58360 -0.69702 -0.64411 -0.2 -1.3 0.9
C -0.41163 0.05988 -1.81723 3.6 -2.0 -1.0
H -1.42008 1.70784 -0.46935 -0.6 0.8 -0.4
H -1.16253 2.46732 1.17503 0.5 0.1 -0.1
H 2.41844 1.97735 0.93173 -1.8 -0.7 1.0
H 1.78444 0.57691 1.85167 -0.5 0.4 -0.4
H 0.96063 2.14684 2.03185 -0.2 0.9 1.2
H 0.98390 1.58605 -1.84017 1.1 0.3 -0.5
H 2.68641 0.09409 -0.60509 0.6 -0.1 -0.5
H 2.02591 -0.74600 -2.01460 0.6 -0.6 -1.2
H 1.40716 -2.39677 -0.68778 -0.2 1.6 2.1
H 1.86059 -1.29166 0.91609 -0.5 -0.8 -1.5
H -0.82652 -2.59347 1.37715 0.9 -1.2 0.7
H -1.61308 -1.28917 1.67022 0.5 0.8 0.5
H 0.08896 -1.27573 2.07194 0.0 -0.4 1.6
H -3.17475 -0.33052 -1.51104 1.0 -0.2 0.3
H -2.86699 -0.05410 0.20693 0.1 0.1 -0.2
H -3.02712 -1.71036 -0.38360 0.6 1.0 -0.4
H 0.16399 -0.54005 -2.63210 -1.9 0.7 0.8
H -0.99044 0.78309 -2.24303 -2.1 1.4 -1.3
```
Forces are in eV/Å.

The relative energy (zero: lowest compared OMol25 entry of this formula, charge and spin) comes out at 74.2 kcal per mole. The HOMO energy is -12.272 eV. As for the total charge: +1. The value obtained for the lowest unoccupied orbital energy is -3.31 eV. The calculation puts the total energy at -12142.525 eV. The SMILES is C=C(C)[C@H]1CCC([NH3+])=C(C)C1. As for the frontier orbital gap: 9.0 eV.

Atomic partial charges in e from the natural (NBO) method, atoms 1 to 2: -0.424, 0.046

***

Entry 3:
Molecular formula: C3H4O3
Method: DFT, ωB97M-V/def2-TZVPD

```
10
Properties=species:S:1:pos:R:3:forces:R:3
O -1.66592 -1.55138 0.06229 0.0 0.6 -0.1
C -1.63591 -0.37876 -0.21610 -0.1 -0.5 0.1
C -0.32510 0.40446 -0.21398 0.2 0.3 0.0
O -0.29459 1.54250 -0.63031 -0.1 -0.5 0.1
C 0.90154 -0.28401 0.33283 -0.2 -0.2 0.0
O 2.06088 0.42294 0.01520 0.0 0.2 0.0
H -2.53174 0.20296 -0.50580 0.1 0.0 0.0
H 0.95653 -1.30689 -0.05725 0.0 0.1 0.0
H 0.75270 -0.37604 1.42434 0.0 0.0 -0.1
H 1.78162 1.32420 -0.21121 0.1 -0.1 0.0
```
Forces are in eV/Å.

The relative energy (zero: lowest compared OMol25 entry of this formula, charge and spin) comes out at 35.2 kcal per mole. The HOMO energy is -10.347 eV. As for the total charge: 0. The value obtained for the lowest unoccupied orbital energy is -0.90 eV. The calculation puts the total energy at -9317.176 eV. The SMILES is O=CC(=O)CO. As for the frontier orbital gap: 9.5 eV.

Atomic partial charges in e from the natural (NBO) method, atoms 1 to 2: -0.462, 0.342

***

Entry 4:
Molecular formula: C12H27FN5O7
Method: DFT, ωB97M-V/def2-TZVPD

```
52
Properties=species:S:1:pos:R:3:forces:R:3
C -4.08331 -0.97547 0.19948 -0.4 0.3 0.1
O -4.73772 -0.21116 -0.79023 -0.1 -0.4 0.0
C -4.52475 -0.61288 -2.12428 0.0 0.6 -0.3
C -3.40544 0.17384 -2.82970 0.1 -0.8 -0.3
C -2.08880 -0.59573 -2.97361 0.2 0.4 0.7
C -1.19522 -0.48896 -1.70985 -0.5 -0.5 -0.4
C -0.70967 -1.88787 -1.36639 -0.3 0.8 -0.6
N 0.25057 -1.89120 -0.22927 0.1 -0.8 -0.4
C 1.49888 -1.48560 -0.64118 0.1 0.4 -0.1
N 2.11734 -2.03720 -1.82680 -0.2 0.2 0.2
F 2.22238 -0.94667 -2.72042 0.0 0.0 0.0
N 2.11402 -0.56658 0.00485 -0.2 -0.3 0.2
C 1.61854 0.09780 1.22104 0.8 0.8 0.1
C 2.05879 1.56814 1.11511 -0.8 -0.8 0.1
C 1.26599 2.46541 2.03025 -0.5 2.5 -0.2
O 0.99217 3.62658 1.75004 0.4 -2.7 0.6
O 0.89306 1.85750 3.20178 0.2 -0.4 -0.8
H -3.29085 -0.40080 0.65704 0.4 0.1 0.0
H -3.69987 -1.91970 -0.17362 0.2 -0.1 -0.2
H -4.78289 -1.21655 0.99544 -0.3 0.0 0.1
H -5.44525 -0.40930 -2.66017 -0.3 0.1 0.1
H -4.36508 -1.68763 -2.21453 0.1 -0.2 0.2
H -3.76386 0.38518 -3.83189 0.0 0.3 -0.1
H -3.25816 1.09338 -2.27865 0.0 0.4 -0.1
H -2.33166 -1.64118 -3.14517 0.0 -0.2 -0.2
H -1.50459 -0.24900 -3.81842 -0.1 0.0 -0.3
H -0.36165 0.18125 -1.90581 0.2 0.2 0.1
H -1.81060 -0.08359 -0.91725 0.2 0.1 0.4
H -0.29213 -2.30490 -2.28011 0.3 -0.3 0.0
H -1.57788 -2.47888 -1.11500 0.0 -0.3 0.4
H 0.34479 -2.86509 0.06596 -0.1 0.1 0.4
H 3.09088 -2.23253 -1.59318 0.1 -0.2 -0.2
H 3.02354 -0.26222 -0.33319 0.1 0.1 0.0
H 0.55401 -0.02175 1.32255 -0.3 -0.3 -0.1
H 2.16504 -0.34536 2.04488 -0.3 -0.3 0.3
H 3.11760 1.58714 1.32027 0.3 0.5 0.0
H 1.84264 1.88780 0.10448 0.3 0.5 -0.2
H -0.06311 1.92316 3.29505 -0.2 0.4 0.4
C -1.66751 -1.98119 4.22151 0.0 0.1 0.2
N -1.91536 -1.50599 2.83169 0.0 -0.1 0.3
O -1.55920 -0.37840 2.54451 0.1 0.1 -0.1
O -2.45820 -2.27944 2.07714 0.2 -0.1 0.0
H -1.18027 -1.18789 4.77546 0.0 0.0 0.0
H -2.63072 -2.22940 4.65664 0.0 -0.1 0.0
H -1.03584 -2.86181 4.15565 -0.1 -0.1 0.0
C 5.82627 4.25919 -0.33869 0.1 0.1 0.0
N 5.77381 2.82992 0.07155 0.0 0.1 0.0
O 6.78425 2.30698 0.45895 0.1 -0.1 0.1
O 4.68885 2.27064 -0.01091 0.0 0.0 -0.1
H 6.84168 4.61240 -0.21009 0.0 -0.1 0.0
H 5.51960 4.31017 -1.37882 -0.1 0.0 0.0
H 5.13488 4.80540 0.29598 -0.1 0.0 -0.1
```
Forces are in eV/Å.

The HOMO energy is -11.627 eV. As for the total charge: +1. The value obtained for the lowest unoccupied orbital energy is -4.63 eV. The calculation puts the total energy at -37367.135 eV. As for the frontier orbital gap: 7.0 eV.

Atomic partial charges in e from the natural (NBO) method, atoms 1 to 2: -0.251, -0.540

***

Entry 5:
Molecular formula: C4H6P2
Method: DFT, ωB97M-V/def2-TZVPD

```
12
Properties=species:S:1:pos:R:3:forces:R:3
C 1.19867 1.33754 -0.17014 0.2 0.7 -0.6
P -0.35285 1.90030 -0.35456 0.7 -4.5 0.0
C -1.55822 0.43851 -0.14126 0.3 3.4 0.3
C -1.17788 -0.87627 0.03504 2.2 2.4 -0.6
C 0.11676 -1.40510 -0.16304 1.0 -0.4 0.9
P 1.55960 -0.36550 -0.15855 -1.7 0.5 1.4
H -0.31797 3.04003 0.41883 -0.9 0.5 0.2
H -2.54877 0.84394 0.04082 -0.1 -0.7 0.0
H -2.01087 -1.32404 0.46482 -1.1 -2.0 0.3
H 0.42592 -2.43794 0.11745 -0.9 0.6 -0.2
H 2.36646 -0.32692 1.16267 -0.5 -0.7 -2.0
H 2.29915 -0.82454 -1.25208 0.9 0.2 0.4
```
Forces are in eV/Å.

The relative energy (zero: lowest compared OMol25 entry of this formula, charge and spin) comes out at 109.0 kcal per mole. The HOMO energy (spin up / spin down) is -7.134 / -7.135 eV. As for the total charge: 0. The value obtained for the lowest unoccupied orbital energy (spin up / spin down) is -0.89 / -0.89 eV. The calculation puts the total energy at -22816.271 eV. The SMILES is C1=[PH]=CC=C[PH2]=1. As for the frontier orbital gap (spin up / spin down): 6.2 / 6.2 eV.

Atomic partial charges in e from the natural (NBO) method, atoms 1 to 2: -0.973, 0.822

***

Entry 6:
Molecular formula: C37H37BrFGe2N6O5Pd
Method: DFT, ωB97M-V/def2-TZVPD

```
90
Properties=species:S:1:pos:R:3:forces:R:3
Pd 0.23931 0.28648 -0.44628 0.4 -0.3 0.1
C 6.66966 -3.86564 -1.54494 0.0 0.0 0.0
C 6.25923 -3.50352 -0.12206 -0.1 0.1 0.0
C 7.40932 -3.14507 0.80255 0.0 0.0 0.0
C 8.10706 -1.88065 0.32902 0.0 0.0 0.0
C 7.11583 -0.77876 0.11636 0.0 0.1 0.0
C 7.50823 0.54484 0.15735 0.0 0.0 0.0
C 6.57349 1.55271 -0.01949 0.0 0.1 0.0
F 6.97093 2.81116 0.02571 0.0 -0.1 0.0
C 5.22300 1.29821 -0.23495 0.0 -0.1 0.0
C 4.80443 -0.01271 -0.28814 0.1 0.1 0.0
C 3.37998 -0.30964 -0.51228 -0.3 0.0 -0.2
O 2.57328 0.61958 -0.62686 0.1 -0.1 0.2
C 3.02140 -1.71841 -0.58900 0.0 0.1 0.0
C 4.00440 -2.64988 -0.41060 0.0 0.0 0.0
N 5.30241 -2.35058 -0.18624 0.0 -0.1 0.0
C 5.74349 -1.06408 -0.11960 0.0 0.2 0.0
C 1.63218 -2.27748 -0.92841 -0.1 0.0 -0.1
O 1.48396 -3.46780 -0.73653 0.1 -0.1 0.1
O 0.78946 -1.47440 -1.45667 0.3 0.1 -0.2
H 7.37162 -4.69792 -1.50991 0.0 0.0 0.0
H 7.14987 -3.03056 -2.05434 0.0 0.0 0.0
H 5.80764 -4.17664 -2.13378 0.0 0.0 0.0
H 5.67584 -4.31567 0.31093 0.0 0.0 0.0
H 8.10083 -3.98595 0.83255 0.0 0.0 0.0
H 7.02941 -3.00559 1.81700 0.0 0.0 0.0
H 8.63967 -2.05745 -0.61056 0.0 0.0 0.0
H 8.85965 -1.55215 1.04532 0.0 0.0 0.0
H 8.54075 0.81316 0.33916 0.0 0.0 0.0
H 4.52672 2.11394 -0.36033 0.0 0.0 0.0
H 3.74150 -3.69904 -0.45875 0.0 0.0 0.0
N 1.27287 5.11158 -0.55289 0.1 -0.1 0.0
N 1.33200 4.04289 0.32785 0.0 0.0 0.1
N 1.91682 4.12144 1.49720 0.0 0.0 0.0
C 1.63147 2.93367 2.01618 -0.1 -0.1 0.2
N 0.90402 2.18225 1.18339 0.0 0.2 -0.4
N 0.71500 2.92604 0.10507 -0.1 0.0 -0.2
H 1.94366 5.79718 -0.21761 -0.1 0.0 0.0
H 1.54804 4.77746 -1.47195 0.0 0.0 0.0
H 1.93873 2.62755 3.00028 0.0 0.0 0.0
C -3.81738 0.48576 -3.24623 0.0 0.0 0.0
Ge -3.24862 2.12408 -2.38962 -0.1 0.1 0.0
C -1.50850 2.74815 -3.01957 0.0 -0.1 0.0
C -4.64870 3.47618 -2.25123 0.1 0.0 0.0
Ge -2.43272 1.67744 0.21450 -0.2 0.3 0.1
C -3.91738 0.61623 0.89282 0.0 0.0 0.1
C -5.17926 0.60985 0.29915 0.0 0.1 -0.1
C -6.18990 -0.18798 0.80950 0.0 0.0 0.0
C -5.95154 -0.98682 1.92012 0.0 0.0 0.0
C -4.70364 -0.97990 2.52468 0.0 0.0 0.0
C -3.68539 -0.19309 2.00743 0.1 0.0 0.0
C -2.30762 3.53579 0.88007 -0.1 0.0 0.0
C -2.19468 4.71033 0.14568 0.1 -0.1 -0.2
C -2.09009 5.93356 0.79041 0.0 0.0 0.1
C -2.08241 5.99161 2.17749 0.0 0.0 0.0
C -2.17939 4.82238 2.91874 0.0 0.1 0.0
C -2.28586 3.59958 2.27498 -0.1 -0.2 0.0
H -3.94996 0.73277 -4.30409 0.0 0.0 0.0
H -4.77269 0.13885 -2.85747 0.0 0.0 0.0
H -3.06884 -0.29622 -3.15639 0.0 0.0 0.0
H -1.58908 2.80088 -4.10890 0.0 0.0 0.0
H -0.71757 2.03676 -2.77883 -0.1 0.0 0.0
H -1.24321 3.72948 -2.63565 0.0 0.0 0.0
H -4.61774 4.05212 -3.18045 0.0 0.0 0.0
H -4.51912 4.16384 -1.41863 0.1 0.0 0.0
H -5.62779 3.00671 -2.17664 0.0 0.0 0.0
H -5.39722 1.23791 -0.55752 0.0 0.0 0.0
H -7.16646 -0.18422 0.34427 0.0 0.0 0.0
H -6.74012 -1.61347 2.31431 0.0 0.0 0.0
H -4.51640 -1.59835 3.39222 0.0 0.0 0.0
H -2.70422 -0.23194 2.46636 0.0 0.0 0.0
H -2.18918 4.69398 -0.93776 0.0 0.0 0.0
H -2.01694 6.84336 0.20999 0.0 0.0 0.0
H -2.00464 6.94672 2.67916 0.0 0.0 0.0
H -2.18061 4.86315 3.99976 0.0 0.0 0.0
H -2.37120 2.69800 2.87375 0.0 0.0 0.0
Br -5.57797 -5.97492 0.65560 0.0 0.0 0.0
C -4.34693 -4.57649 0.39284 0.1 0.1 0.0
C -4.58509 -3.63706 -0.60294 0.0 0.0 0.0
C -3.68391 -2.60510 -0.78504 0.0 0.0 0.0
C -2.55840 -2.51026 0.02791 0.0 0.0 0.0
C -2.32438 -3.46381 1.01677 0.0 0.0 0.0
C -3.21684 -4.50178 1.20001 -0.1 0.0 0.0
C -1.63926 -1.37777 -0.11147 -0.1 0.1 0.0
O -1.70326 -0.56837 -1.10148 -0.1 0.1 0.1
O -0.77127 -1.13424 0.78554 0.0 -0.1 0.1
H -5.46659 -3.71774 -1.22313 0.0 0.0 0.0
H -3.85627 -1.86261 -1.55096 0.0 0.0 0.0
H -1.44071 -3.38776 1.63499 0.0 0.0 0.0
H -3.04652 -5.25137 1.95952 0.0 0.0 0.0
```
Forces are in eV/Å.

The relative energy (zero: lowest compared OMol25 entry of this formula, charge and spin) comes out at 20.2 kcal per mole. The HOMO energy (spin up / spin down) is -12.242 / -12.668 eV. As for the total charge: +2. The value obtained for the lowest unoccupied orbital energy (spin up / spin down) is -5.85 / -8.97 eV. Its expectation value of S² is 8.81. The calculation puts the total energy at -247400.027 eV. As for the frontier orbital gap (spin up / spin down): 6.4 / 3.7 eV. Its multiplicity is 6.

Atomic partial charges in e from the Mulliken method, atoms 1 to 2: 0.528, -1.277